{"formula": "C59H148N16O18", "method": "ωB97M-V with the def2-TZVPD basis set", "homo_energy_ev": -8.502, "relative_energy_kj_mol": 0.0, "largest_force_ev_per_a": 3.74, "spin_multiplicity": 1, "lumo_energy_ev": 0.3, "orbital_gap_ev": 8.78, "species": ["C", "O", "N", "N", "H", "H", "H", "H", "C", "O", "N", "N", "H", "H", "H", "H", "C", "O", "N", "N", "H", "H", "H", "H", "C", "O", "N", "N", "H", "H", "H", "H", "C", "O", "N", "N", "H", "H", "H", "H", "O", "H", "H", "O", "H", "H", "O", "H", "H", "O", "H", "H", "O", "H", "H", "O", "H", "H", "O", "H", "H", "C", "C", "C", "C", "C", "C", "N", "O", "C", "C", "C", "H", "H", "H", "H", "H", "H", "H", "H", "H", "H", "H", "H", "H", "H", "H", "H", "H", "H", "H", "C", "C", "C", "C", "C", "C", "N", "O", "C", "C", "C", "H", "H", "H", "H", "H", "H", "H", "H", "H", "H", "H", "H", "H", "H", "H", "H", "H", "H", "H", "C", "C", "C", "C", "C", "C", "N", "O", "C", "C", "C", "H", "H", "H", "H", "H", "H", "H", "H", "H", "H", "H", "H", "H", "H", "H", "H", "H", "H", "H", "C", "C", "C", "C", "C", "C", "N", "O", "C", "C", "C", "H", "H", "H", "H", "H", "H", "H", "H", "H", "H", "H", "H", "H", "H", "H", "H", "H", "H", "H", "C", "C", "C", "C", "C", "C", "N", "O", "C", "C", "C", "H", "H", "H", "H", "H", "H", "H", "H", "H", "H", "H", "H", "H", "H", "H", "H", "H", "H", "H", "C", "C", "C", "C", "C", "C", "N", "O", "C", "C", "C", "H", "H", "H", "H", "H", "H", "H", "H", "H", "H", "H", "H", "H", "H", "H", "H", "H", "H", "H"], "xyz": [[5.6016, -0.4838, -0.9071], [5.1355, -0.3047, -2.0080], [5.3825, -1.6115, -0.1629], [6.6417, 0.2872, -0.3967], [4.6000, -2.2604, -0.3655], [6.1359, -1.8523, 0.5114], [6.7503, 1.1586, -0.8694], [6.6414, 0.3354, 0.5959], [3.1397, 6.6473, 2.0969], [2.1556, 7.3467, 2.1122], [4.4270, 7.0858, 2.4317], [3.1758, 5.4227, 1.4937], [5.0020, 6.3674, 2.8748], [4.3206, 7.9561, 2.9892], [2.3336, 4.8891, 1.3991], [4.0574, 4.8953, 1.4590], [4.7867, 3.0481, -2.2757], [5.6020, 3.1031, -1.3110], [5.1212, 2.3383, -3.3731], [3.6636, 3.7700, -2.2119], [4.3572, 2.1082, -4.0350], [5.6980, 1.5274, -3.2286], [3.5825, 4.3098, -1.4037], [2.9928, 3.8104, -2.9816], [3.9007, -1.4955, 4.5944], [3.0245, -1.6590, 5.4164], [5.0235, -0.7474, 4.8763], [3.7094, -2.0098, 3.3361], [5.5003, -0.3074, 4.1254], [4.8661, -0.1138, 5.6577], [4.4586, -2.2946, 2.7312], [2.9026, -2.5851, 3.2875], [-1.6096, 6.4620, 3.5478], [-2.5285, 5.6411, 3.6420], [-0.3312, 6.2573, 3.1535], [-1.9246, 7.8296, 3.5894], [0.3006, 6.9468, 2.7583], [-0.0925, 5.3321, 2.8302], [-2.8344, 8.0508, 3.9713], [-1.1697, 8.4609, 3.6586], [2.5218, 0.3806, -3.6726], [3.1121, 0.5251, -2.8986], [2.8187, -0.4996, -3.9511], [5.4770, 1.3162, 2.0545], [5.8724, 2.1392, 1.7223], [4.7726, 1.5536, 2.6677], [6.0176, 4.1414, 1.1181], [6.7476, 4.6964, 0.7955], [5.8340, 3.4897, 0.4027], [-1.6633, 3.0491, 5.2314], [-2.0985, 3.7244, 4.7302], [-2.2517, 2.8088, 5.9253], [0.3876, 1.2347, 5.9499], [1.3827, 1.3816, 5.8058], [-0.1443, 1.8896, 5.4880], [-2.9992, 1.8380, 7.3648], [-2.4050, 1.7033, 8.1508], [-2.9686, 1.0556, 6.7733], [0.1190, -1.4794, 5.2216], [1.0774, -1.4845, 5.3531], [-0.1699, -0.5048, 5.2931], [-6.0059, -2.5740, -0.4105], [-4.7024, -2.7373, -1.1951], [-5.0361, -3.6011, -2.3569], [-3.8516, -3.6312, -3.3351], [-3.5538, -2.2065, -3.7635], [-3.1615, -1.1767, -2.5971], [-4.2916, -1.3429, -1.6340], [-3.9580, -0.5781, -0.5005], [-1.7415, -1.4347, -2.0429], [-3.2287, 0.2790, -3.0849], [-3.6371, -3.4210, -0.2761], [-6.6605, -1.9819, -1.0025], [-5.7436, -1.9833, 0.4349], [-6.5395, -3.4632, -0.1646], [-5.1846, -4.6914, -2.0373], [-5.9138, -3.2213, -2.8528], [-4.0450, -4.3309, -4.1593], [-2.9983, -4.0652, -2.7519], [-4.4827, -1.8640, -4.2147], [-2.7504, -2.1803, -4.5432], [-1.4598, -2.5305, -2.0405], [-1.0336, -0.9765, -2.7029], [-1.6170, -0.9479, -1.0677], [-4.2560, 0.5941, -3.0967], [-2.5927, 0.9418, -2.5412], [-2.8909, 0.2730, -4.1619], [-4.0818, -3.8590, 0.6479], [-2.7856, -2.7318, 0.0099], [-3.0863, -4.1618, -0.8284], [-4.4945, 0.2194, -0.5218], [2.1163, -3.2781, -2.2409], [2.5064, -3.6900, -3.6810], [1.2031, -3.8707, -4.4937], [1.4052, -4.2045, -5.9427], [2.1788, -3.0112, -6.4936], [3.5224, -2.7667, -5.8346], [3.2211, -2.5486, -4.3703], [4.5261, -2.5284, -3.7594], [4.5997, -3.8433, -6.2034], [4.0870, -1.3818, -6.3045], [3.3682, -4.9061, -3.5330], [1.4179, -2.4174, -2.2661], [2.8958, -2.8121, -1.6182], [1.6226, -4.1008, -1.7150], [0.7872, -4.7586, -3.9871], [0.6615, -3.0267, -4.1986], [0.4244, -4.3174, -6.4263], [1.9800, -5.1301, -5.9769], [1.5641, -2.1011, -6.2746], [2.2681, -2.9598, -7.5755], [4.1587, -4.8357, -6.4652], [5.1134, -3.4269, -7.0928], [5.3264, -3.8646, -5.3735], [4.3366, -1.5282, -7.3431], [3.2641, -0.6773, -6.2777], [4.8959, -0.9590, -5.7446], [4.2948, -4.6182, -3.1194], [3.4711, -5.4815, -4.4839], [2.7945, -5.6329, -2.9345], [4.5247, -1.7003, -3.2006], [-1.2780, -4.9903, 4.3586], [-0.1181, -5.5007, 3.5310], [-0.6269, -6.4561, 2.4119], [-1.2940, -5.7634, 1.1760], [-0.3417, -4.7653, 0.5551], [0.0633, -3.7770, 1.6546], [0.7387, -4.5212, 2.7744], [1.3535, -3.6289, 3.6942], [1.1380, -2.7491, 1.1373], [-1.1308, -2.9050, 2.1042], [0.8234, -6.2821, 4.4149], [-2.1697, -4.7678, 3.6543], [-1.0690, -4.0739, 4.8587], [-1.5513, -5.6722, 5.1542], [0.2846, -6.8571, 1.9962], [-1.1897, -7.2547, 2.9266], [-2.1800, -5.2869, 1.5016], [-1.5119, -6.5291, 0.4285], [-0.7094, -4.2322, -0.4059], [0.6057, -5.3324, 0.3171], [1.0625, -2.5199, 0.1083], [1.0131, -1.8295, 1.6794], [2.1213, -3.0458, 1.3949], [-0.9407, -2.5355, 3.1356], [-1.3722, -2.0255, 1.4387], [-2.0038, -3.5225, 2.2950], [0.4668, -7.2861, 4.7025], [0.9771, -5.7489, 5.3868], [1.8026, -6.3450, 3.9754], [0.6768, -2.9602, 4.0107], [0.2848, 0.8357, 2.6964], [1.2519, 1.7786, 1.9588], [1.9266, 1.0514, 0.7869], [0.8786, 0.7064, -0.1960], [0.3777, 2.0440, -0.8503], [-0.2584, 2.9526, 0.1472], [0.6231, 2.9672, 1.3141], [-0.0910, 3.5737, 2.3712], [-0.4145, 4.4487, -0.3638], [-1.6891, 2.4916, 0.5364], [2.2869, 2.3062, 2.9712], [0.8636, 0.0186, 3.1787], [-0.4172, 0.4615, 1.9403], [-0.2158, 1.3359, 3.5055], [2.5372, 1.8499, 0.3106], [2.5534, 0.1856, 1.0307], [0.0907, 0.1812, 0.3350], [1.1655, -0.0180, -1.0008], [-0.3321, 1.8079, -1.6708], [1.2785, 2.4642, -1.3059], [-0.8124, 5.1598, 0.4378], [0.5406, 4.8403, -0.8130], [-1.1727, 4.3925, -1.1464], [-2.3108, 3.2905, 0.9268], [-2.2761, 2.0241, -0.2500], [-1.7046, 1.6341, 1.2901], [2.9116, 3.0577, 2.5016], [2.8620, 1.4971, 3.3138], [1.7296, 2.9324, 3.7008], [-0.9048, 3.1267, 2.5503], [1.6243, 6.1462, -4.6688], [0.3452, 5.3635, -4.9863], [-0.4463, 5.8599, -6.2626], [-1.5277, 4.8484, -6.7211], [-0.7656, 3.4776, -6.9077], [-0.0125, 2.8897, -5.7039], [0.8283, 3.9603, -5.2350], [1.4844, 3.3869, -4.0718], [-1.1039, 2.3112, -4.7312], [0.9246, 1.8302, -6.2286], [-0.6172, 5.5370, -3.7846], [2.1180, 5.5967, -3.9254], [1.3234, 7.1370, -4.3315], [2.2344, 6.2458, -5.5337], [-0.9041, 6.8662, -6.1079], [0.2043, 5.9667, -7.1344], [-1.9953, 5.0195, -7.6666], [-2.3667, 4.8682, -5.9728], [0.0031, 3.7069, -7.6114], [-1.3985, 2.7724, -7.3532], [-1.9029, 3.0113, -4.4257], [-1.6239, 1.5183, -5.2939], [-0.6641, 1.8708, -3.8038], [1.2929, 1.2108, -5.3994], [0.4202, 1.1924, -6.9820], [1.7200, 2.2379, -6.8194], [-0.1037, 5.4024, -2.8298], [-1.4302, 4.8075, -3.7408], [-1.0823, 6.5145, -3.8102], [0.7777, 3.3073, -3.4028], [-3.4766, -0.6659, 2.7424], [-4.5262, -0.1426, 3.6917], [-5.8853, -0.6078, 3.2237], [-6.2967, -2.0378, 3.5687], [-6.2382, -2.0873, 5.0791], [-4.7450, -1.8995, 5.5802], [-4.3435, -0.5410, 5.0719], [-2.9714, -0.2611, 5.4613], [-4.7104, -1.7250, 7.0852], [-3.8046, -3.0054, 5.1401], [-4.5383, 1.3385, 3.7897], [-3.2946, -1.7376, 2.7947], [-2.5356, -0.0722, 2.8356], [-3.8509, -0.3657, 1.7649], [-6.5942, 0.0470, 3.7038], [-5.8846, -0.4923, 2.1092], [-5.6566, -2.7341, 3.0175], [-7.2875, -2.0694, 3.0889], [-6.6034, -3.0100, 5.5779], [-6.7755, -1.2802, 5.5361], [-4.8761, -2.6324, 7.6225], [-3.7612, -1.2750, 7.4450], [-5.4513, -1.0282, 7.3603], [-4.0745, -3.8858, 5.7926], [-3.9851, -3.2752, 4.1191], [-2.7390, -2.8222, 5.3797], [-5.4518, 1.7394, 4.3207], [-4.6025, 1.8923, 2.8229], [-3.7307, 1.7710, 4.3782], [-2.5594, -1.0893, 5.3511]], "forces_ev_per_angstrom": [[2.4, -0.9, 1.0], [-1.4, 0.5, -1.3], [-0.1, -0.6, 0.9], [-0.9, -1.0, -0.7], [1.2, 0.8, 0.1], [-1.4, 0.1, -0.8], [0.0, 0.7, -0.2], [0.1, 0.2, 0.7], [1.4, -0.8, -1.6], [-0.7, 0.6, 0.6], [-0.7, 0.9, 1.3], [0.7, -0.7, 0.2], [-0.2, 0.5, -0.2], [0.5, -1.0, -0.5], [-0.5, -0.1, -0.1], [-0.5, 0.5, 0.0], [1.9, 0.2, 1.7], [-0.5, -0.6, -0.6], [-1.6, -0.4, -1.6], [-0.4, -1.0, -1.9], [0.6, 0.4, 0.6], [0.2, 0.1, 0.4], [-0.3, 1.0, 1.1], [0.1, 0.0, 0.3], [-0.2, 0.0, -0.8], [-0.6, 0.3, 1.1], [-0.4, 0.0, 0.6], [1.3, 0.8, -0.1], [0.4, 0.2, -0.8], [0.1, -0.5, -0.2], [0.3, 0.3, 0.1], [-0.9, -0.8, 0.1], [-1.1, 1.8, -1.7], [1.2, -0.4, 0.5], [0.3, -0.8, 0.2], [-0.6, -1.5, 0.3], [-0.4, 0.3, 0.4], [-0.2, -0.3, 0.2], [0.4, 0.1, 0.0], [0.4, 0.8, 0.3], [0.8, 0.1, 1.0], [-0.5, 0.0, -0.5], [-0.3, -0.4, -0.3], [0.2, -0.2, 0.1], [-0.3, 0.0, 0.5], [0.1, 0.3, -0.2], [0.2, -0.3, 0.3], [-0.4, -0.4, 0.0], [0.0, 0.9, -0.5], [1.5, -0.4, -0.9], [-0.4, 1.1, -0.6], [-0.9, -0.4, 1.4], [2.3, -0.5, 0.2], [-2.6, 0.0, 0.1], [0.0, 0.8, -0.1], [0.6, -0.1, 0.9], [-0.8, -0.1, -1.5], [0.2, 0.0, 0.6], [-1.1, 1.3, -0.2], [0.3, 0.2, 0.3], [1.1, -1.8, 0.1], [1.0, 1.0, -0.4], [0.3, 0.3, 1.9], [1.3, -1.9, -1.1], [0.5, -0.4, 1.2], [1.1, 0.8, -0.3], [-0.8, -1.5, -0.3], [-0.1, -0.7, -0.7], [0.3, -0.1, 0.8], [-0.4, -1.3, 0.0], [0.2, -1.4, -2.1], [0.8, 1.1, 0.4], [-0.7, 0.6, -0.6], [-0.2, 0.2, 1.1], [0.1, -0.9, 0.3], [-0.2, 1.6, -0.1], [-0.5, 0.0, -0.2], [0.1, 0.5, 0.0], [-0.4, 0.3, -0.7], [0.0, 0.5, -0.2], [-0.6, 0.1, 0.6], [-0.4, 1.1, 0.4], [0.5, 0.4, -0.6], [-0.1, -0.4, -0.1], [-0.5, 0.4, 0.1], [0.3, 0.5, 0.5], [-0.2, 0.2, 1.1], [0.3, 0.3, -0.7], [-1.4, -0.4, 0.0], [-0.1, -0.8, -0.1], [-0.3, 0.0, -0.3], [-0.6, 1.6, -0.3], [0.0, 1.3, -0.4], [1.3, -2.9, 2.0], [0.1, 1.1, 0.1], [-0.8, 1.2, -0.5], [0.6, 0.7, 0.4], [0.9, -1.2, 0.4], [-0.1, 1.8, 1.0], [-0.4, 0.5, 0.0], [-1.6, -1.0, -0.4], [-1.6, -2.0, -1.5], [-0.2, -0.5, -0.2], [0.3, -0.8, -0.3], [0.2, 0.1, 0.0], [-0.6, 0.3, -0.1], [-1.4, 1.4, -0.4], [0.4, -0.1, -0.1], [-0.2, -0.1, -0.4], [0.3, -0.6, 0.0], [0.2, -0.5, -0.3], [0.5, 0.7, 0.4], [-0.2, -0.6, 0.4], [-0.3, -0.4, -0.5], [0.4, 0.3, -0.4], [-0.2, 0.3, 0.1], [0.6, -0.3, 0.4], [1.0, -0.2, 0.5], [0.4, 0.7, 0.5], [0.5, 0.3, 0.3], [0.3, -1.0, -0.6], [-1.7, 0.6, -1.7], [0.2, -0.6, -1.4], [0.4, 0.7, -0.2], [0.7, -1.3, 0.4], [1.2, 0.0, -0.2], [0.9, 1.9, -0.4], [-1.1, -0.1, 0.1], [-1.0, 0.7, 0.0], [-1.1, -0.5, 1.3], [0.0, 0.2, 0.9], [0.3, 0.2, 1.9], [1.2, -0.6, 1.5], [0.4, 0.9, 0.4], [-0.2, -0.4, -0.1], [0.4, -0.7, 0.0], [-0.1, 0.3, -0.7], [-1.2, 0.4, 0.0], [-0.4, -0.1, 0.2], [0.4, -0.8, 1.7], [-0.8, 0.6, -0.2], [-0.3, 0.0, -1.2], [-0.2, 0.6, 0.2], [1.0, -0.7, -0.2], [0.1, 0.4, -0.7], [0.4, -1.1, 0.6], [-0.3, 0.2, -0.6], [-0.1, 0.3, -0.4], [-0.1, -0.3, -0.7], [0.4, -0.2, -0.4], [0.6, -0.7, -0.2], [0.7, -0.2, -0.6], [0.5, -0.7, -0.4], [1.0, 0.9, 0.0], [-1.1, -0.3, -1.9], [0.1, -1.9, -1.0], [-0.9, 1.1, 0.5], [-0.1, 0.4, 1.6], [1.2, 1.7, 0.1], [0.3, -0.4, 0.5], [-0.3, -1.8, 0.9], [-1.8, 2.0, -1.0], [-0.4, 0.3, -0.5], [0.1, -0.3, 0.9], [-0.5, 0.2, 0.1], [0.4, -0.7, 0.3], [-0.1, 0.3, 0.4], [-0.4, 0.0, -0.3], [0.2, 0.8, 0.5], [0.3, 0.2, 0.4], [-0.1, 0.3, 0.0], [0.7, -1.1, -1.0], [-0.8, -0.3, 0.6], [0.0, 0.2, -0.1], [0.1, 0.2, 0.2], [0.2, 0.2, -0.7], [0.2, 1.3, -0.7], [0.4, -0.1, -0.4], [0.6, -1.0, 1.0], [0.5, -1.0, 0.2], [-1.0, -0.8, 0.1], [-2.0, 0.7, -0.9], [-0.9, -0.3, -0.2], [-0.2, 0.0, -0.5], [0.7, -1.1, 2.1], [-0.2, 1.9, 1.0], [-2.1, 0.8, -0.8], [0.5, 0.3, 1.0], [-0.5, 1.1, 0.1], [0.5, -0.3, 0.1], [-0.7, -1.7, -0.1], [0.1, -0.9, 0.3], [0.9, -0.3, 1.1], [0.3, 0.1, 0.2], [0.6, 0.0, -0.7], [0.5, -0.7, 0.3], [0.4, 0.1, 0.2], [-0.1, 0.8, -0.7], [0.7, -0.5, -0.5], [0.6, 0.2, -0.9], [-1.0, -1.3, -0.5], [0.6, -0.1, -0.3], [0.4, 0.1, 0.3], [-0.3, 0.1, -0.7], [0.1, 0.2, -0.5], [-0.2, 0.0, 0.6], [0.7, 0.6, 0.2], [0.1, 0.3, -0.1], [0.0, 0.1, -0.3], [0.1, 0.3, 0.1], [0.3, -0.1, -0.1], [0.9, 1.4, -0.6], [0.2, -0.8, 0.5], [0.1, -0.2, -1.1], [-0.2, 1.2, -0.7], [1.6, -1.7, 0.9], [-0.2, 1.5, -0.6], [0.0, -0.6, 1.4], [-1.7, 1.3, -0.1], [1.1, 0.2, 0.1], [-0.5, -1.1, 1.7], [-1.2, 3.1, -0.4], [-0.1, 0.2, -0.1], [-0.4, -0.8, 0.3], [0.2, -0.5, -0.3], [-0.6, 0.3, -0.2], [-0.4, 0.2, 0.9], [-0.1, -0.2, 0.4], [0.0, -0.7, 0.7], [0.1, 0.3, -0.6], [-0.5, 0.6, 0.0], [-0.1, -0.8, 0.3], [-0.4, -0.5, -0.4], [-1.1, 0.9, 0.4], [0.3, 0.6, -0.8], [0.4, -0.2, -0.5], [-0.5, 0.0, -0.4], [0.7, -0.8, -0.4], [0.4, -0.6, 0.3], [0.4, -0.3, -0.3], [1.5, -1.5, -0.2]]}

---

{"formula": "C2H3InOP", "method": "ωB97M-V with the def2-TZVPD basis set", "homo_energy_ev": [-13.167, -13.217], "largest_force_ev_per_a": 4.20, "spin_multiplicity": 1, "charge": 1, "lumo_energy_ev": [-7.5, -7.5], "orbital_gap_ev": [5.65, 5.74], "species": ["P", "O", "C", "H", "C", "H", "H", "In"], "xyz": [[3.5596, -0.5370, -0.5977], [0.5384, 0.8985, -0.2213], [-0.7242, 0.5150, -0.2202], [-1.4399, 1.3408, -0.3631], [-1.2036, -0.6979, 0.1125], [-2.2811, -0.8545, 0.1596], [-0.5366, -1.4914, 0.4585], [2.0874, 0.8265, 0.6717]], "forces_ev_per_angstrom": [[1.2, -0.6, -0.3], [-2.8, 0.5, -2.1], [-3.2, -0.4, 0.9], [0.4, -0.4, -0.4], [0.7, 0.7, 0.1], [0.4, 0.0, -0.2], [-0.2, 0.1, -0.3], [3.5, 0.0, 2.3]]}

---

{"formula": "C6H5NO", "method": "ωB97M-V with the def2-TZVPD basis set", "homo_energy_ev": -9.259, "smiles": "c1cc2c(cn1)CO2", "relative_energy_kj_mol": 194.1, "largest_force_ev_per_a": 6.27, "spin_multiplicity": 1, "lumo_energy_ev": 0.9, "orbital_gap_ev": 10.11, "species": ["C", "C", "C", "C", "C", "C", "H", "H", "H", "H", "H", "N", "O"], "xyz": [[-1.9415, -0.5740, -0.0179], [-0.3699, 0.7517, -0.0301], [0.8406, 1.5206, -0.1727], [1.9209, 0.5708, -0.0029], [0.5987, -1.3290, -0.0980], [-0.4364, -0.5320, -0.0736], [-2.5350, -0.8078, -0.9001], [-2.6069, -0.8831, 0.8968], [0.8391, 2.5470, -0.0992], [2.9112, 0.9581, 0.4842], [0.5907, -2.3953, -0.0224], [1.8476, -0.8115, -0.0027], [-1.6592, 0.9845, 0.0385]], "forces_ev_per_angstrom": [[-0.9, 2.0, 1.6], [2.7, 5.5, -1.3], [-1.1, -5.4, 1.3], [0.9, 0.4, 1.5], [3.9, -1.7, 0.4], [-2.0, -5.6, 0.1], [0.4, 0.2, -0.2], [1.9, 0.5, -1.4], [0.5, 2.0, 0.1], [-1.6, -0.6, -1.8], [-0.3, -0.6, -0.3], [-0.6, 2.4, -0.1], [-3.8, 0.9, 0.1]]}

---

{"formula": "C4H9NO2", "method": "ωB97M-V with the def2-TZVPD basis set", "homo_energy_ev": -9.907, "smiles": "C[C@@H](O)CNC=O", "relative_energy_kj_mol": 72.1, "largest_force_ev_per_a": 0.36, "spin_multiplicity": 1, "lumo_energy_ev": 0.7, "orbital_gap_ev": 10.63, "species": ["C", "C", "O", "C", "N", "C", "O", "H", "H", "H", "H", "H", "H", "H", "H", "H"], "xyz": [[-1.9302, -0.9269, -0.4504], [-0.6600, -0.0943, -0.5288], [-1.0262, 1.2107, -0.9132], [0.0856, -0.0750, 0.8265], [1.5334, -0.1699, 0.7146], [2.2521, 0.8159, 0.1418], [1.7657, 1.8322, -0.3323], [-1.6913, -1.9726, -0.2230], [-2.4690, -0.8876, -1.4013], [-2.5925, -0.5381, 0.3308], [0.0132, -0.5426, -1.2794], [-0.2161, 1.7456, -0.8568], [-0.1712, 0.8692, 1.3198], [-0.2416, -0.8934, 1.4732], [2.0082, -0.9982, 1.0378], [3.3398, 0.6252, 0.1407]], "forces_ev_per_angstrom": [[0.0, 0.0, 0.0], [0.0, -0.3, 0.1], [0.2, 0.2, -0.1], [-0.1, 0.0, 0.1], [0.1, 0.1, -0.1], [0.0, 0.1, -0.1], [0.1, -0.3, 0.1], [-0.1, 0.2, 0.0], [0.1, 0.0, 0.1], [0.1, 0.0, -0.1], [-0.1, 0.1, 0.1], [-0.1, 0.0, -0.1], [0.0, -0.1, 0.0], [0.0, 0.1, -0.1], [0.0, 0.2, 0.0], [-0.1, 0.0, 0.0]]}